Below is a structure of composition C17H23GeMnN2O5 in a non-equilibrium geometry, with properties calculated with ωB97M-V/def2-TZVPD.

Last column: Mulliken spin population.
Geometry (Å):
Mn: 1.404 -0.837 1.101  2.97
O: 3.832 1.399 3.494  0.00
C: 2.766 0.856 2.949  0.00
O: 2.724 -0.307 2.602  0.01
C: 1.572 1.780 2.887  0.00
O: 0.632 1.337 1.934  0.00
C: 0.709 2.038 0.656  0.00
C: 2.023 1.666 -0.071  0.00
O: 2.667 2.552 -0.606  0.00
O: 2.303 0.412 -0.041  -0.01
H: 4.555 0.751 3.503  0.00
H: 1.086 1.748 3.865  0.00
H: 1.909 2.799 2.689  0.00
H: -1.386 1.702 0.478  0.00
H: 0.700 3.113 0.854  0.00
N: 0.256 -2.040 2.423  0.00
C: -0.475 -3.042 1.654  -0.06
C: -1.268 -4.015 2.258  0.13
C: -1.962 -4.908 1.456  -0.05
C: -1.874 -4.827 0.075  0.14
C: -1.064 -3.862 -0.555  -0.10
C: -0.913 -3.740 -1.956  0.43
C: -0.050 -2.757 -2.463  -0.09
C: 0.629 -1.927 -1.611  0.27
N: 0.500 -1.993 -0.249  0.21
C: -0.340 -2.956 0.270  0.07
H: -0.408 -1.389 2.835  0.01
H: 0.737 -2.481 3.200  0.00
H: -1.333 -4.066 3.339  0.02
H: -2.579 -5.670 1.915  0.00
H: -2.431 -5.518 -0.547  0.00
H: -1.451 -4.410 -2.613  0.03
H: 0.100 -2.651 -3.529  -0.01
H: 1.311 -1.171 -1.979  0.03
C: -2.611 2.066 -2.411  0.00
Ge: -0.858 2.711 -1.775  -0.01
C: -1.051 4.573 -1.147  0.00
C: 0.482 2.584 -3.199  0.01
C: -0.499 1.608 -0.155  -0.01
H: -2.991 2.697 -3.215  0.00
H: -3.335 2.079 -1.595  0.00
H: -2.535 1.044 -2.784  0.00
H: -1.610 5.160 -1.877  0.00
H: -0.079 5.047 -1.008  0.00
H: -1.594 4.606 -0.202  0.00
H: 0.243 3.309 -3.979  0.00
H: 0.485 1.588 -3.642  0.00
H: 1.475 2.795 -2.809  0.00
H: -0.406 0.550 -0.421  0.01

Cartesian forces (eV/Å) of the 6 atoms listed first:
Mn -0.75 -1.03 0.41
O 0.12 0.14 0.15
C -0.10 0.04 0.16
O 0.21 -0.03 -0.14
C -0.10 0.08 -0.34
O 0.13 -0.15 0.12

## Properties
* ΔE to the lowest compared entry with this formula, charge and spin: 3.8 kcal per mole
* 2S+1: 5
* expectation value of S²: 6.04
* strongest force on any atom: 0.0260 Eh/bohr
* LUMO (alpha / beta): -0.11 / -0.14 eV
* frontier orbital gap (alpha / beta): 4.684 / 7.429 eV



Below is a cluster of 2 separate species, C4H6O2 in total, with properties calculated with ωB97M-V/def2-TZVPD.

Last column: natural (NBO) charge in e.
Geometry (Å):
C: -1.465 -0.353 0.591  -0.46
C: 0.005 -0.348 0.889  0.03
O: 0.769 -1.090 -0.055  -0.49
C: 0.669 -0.580 -1.281  0.47
O: -0.086 0.516 -1.227  -0.49
C: -0.583 0.750 0.086  0.03
H: -2.151 -0.126 1.398  0.23
H: -1.813 -1.079 -0.142  0.24
H: 0.445 -0.285 1.877  0.22
H: 2.612 0.648 -1.002  -0.02
H: 2.344 0.148 -1.508  0.02
H: -0.671 1.795 0.357  0.22

Cartesian forces (eV/Å) of the 6 atoms listed first:
C -0.21 -0.05 0.08
C -0.03 0.05 0.20
O -0.14 -0.07 -0.19
C -0.59 -0.30 0.01
O -0.07 -0.23 -0.08
C -0.06 0.13 0.15

## Properties
* ΔE to the lowest compared entry with this formula, charge and spin: 106.0 kcal per mole
* 2S+1: 1
* strongest force on any atom: 0.0173 Eh/bohr
* LUMO: 0.91 eV
* frontier orbital gap: 10.252 eV



Below is an isolated molecule of C9H14ClN3O2, with properties calculated with ωB97M-V/def2-TZVPD.

Last column: natural (NBO) charge in e.
Geometry (Å):
C: -3.572 -1.945 -0.398  -0.62
C: -2.701 -1.289 0.660  -0.06
O: -2.192 -0.081 0.139  -0.56
C: -1.343 0.599 1.031  -0.06
C: -0.803 1.857 0.350  -0.43
C: -0.301 1.546 -1.070  -0.22
N: 0.538 0.376 -1.124  -0.57
C: 1.774 0.286 -0.583  0.17
C: 2.347 -0.936 -0.286  -0.20
C: 3.688 -1.068 0.217  0.57
O: 4.275 -2.089 0.511  -0.62
N: 4.315 0.170 0.367  -0.38
N: 3.804 1.358 0.109  -0.16
C: 2.600 1.436 -0.341  -0.07
H: 2.242 2.432 -0.536  0.21
H: 5.266 0.168 0.721  0.41
Cl: 1.448 -2.401 -0.500  0.02
H: 0.033 -0.502 -1.139  0.41
H: -1.161 1.346 -1.708  0.23
H: 0.237 2.409 -1.471  0.20
H: 0.005 2.259 0.964  0.21
H: -1.593 2.604 0.278  0.22
H: -1.888 0.872 1.948  0.18
H: -0.509 -0.059 1.328  0.17
H: -3.288 -1.085 1.570  0.16
H: -1.868 -1.955 0.938  0.17
H: -3.989 -2.871 -0.012  0.21
H: -2.982 -2.162 -1.284  0.21
H: -4.382 -1.276 -0.676  0.21

Cartesian forces (eV/Å) of the 6 atoms listed first:
C 0.26 0.26 0.27
C -0.16 -0.29 0.05
O -0.02 0.14 -0.25
C 0.20 0.23 0.24
C -0.15 -0.45 -0.16
C -0.19 0.39 0.30

## Properties
* SMILES string: CCOCCCNc1cn[nH]c(=O)c1Cl
* 2S+1: 1
* strongest force on any atom: 0.0171 Eh/bohr
* LUMO: 0.51 eV
* frontier orbital gap: 9.047 eV



Below is a structure of composition C3H5IrO3 in a non-equilibrium geometry, with properties calculated with ωB97M-V/def2-TZVPD.

Last column: Mulliken spin population.
Geometry (Å):
H: 2.045 -2.258 0.415  0.03
O: -1.181 -1.055 0.043  0.01
C: -0.010 -1.140 0.637  0.03
C: -1.446 0.253 -0.531  0.01
O: 2.180 -1.488 -0.139  0.48
O: 0.491 0.134 0.721  0.06
C: -0.342 1.118 0.041  -0.02
Ir: 2.532 0.194 0.564  4.39
H: -2.451 0.556 -0.224  0.00
H: -1.380 0.156 -1.621  0.00
H: -0.610 1.830 0.826  0.02
H: 0.172 1.700 -0.730  -0.02

Cartesian forces (eV/Å) of the 6 atoms listed first:
H -0.17 -0.95 0.15
O 1.94 -0.46 0.71
C -2.82 -0.06 -0.24
C -0.46 0.44 -0.16
O 0.87 -0.98 -1.00
O -2.12 0.19 -0.21

## Properties
* ΔE to the lowest compared entry with this formula, charge and spin: 32.9 kcal per mole
* total charge: +1
* 2S+1: 6
* expectation value of S²: 8.76
* strongest force on any atom: 0.0725 Eh/bohr
* LUMO (alpha / beta): -3.72 / -7.96 eV
* frontier orbital gap (alpha / beta): 9.272 / 6.971 eV



Below is an isolated molecule of C4H9NO2, with properties calculated with ωB97M-V/def2-TZVPD.

Last column: natural (NBO) charge in e.
Geometry (Å):
C: 0.239 -1.578 1.832  -0.62
C: 0.789 -0.932 0.576  -0.21
N: -0.196 -0.132 -0.111  -0.68
C: -0.417 1.187 0.210  0.89
O: -0.115 1.721 1.246  -0.59
O: -0.975 1.864 -0.835  -0.52
C: -0.460 1.480 -2.116  -0.25
H: -0.611 -2.223 1.580  0.20
H: 0.986 -2.187 2.347  0.21
H: -0.101 -0.787 2.503  0.23
H: 1.636 -0.278 0.801  0.21
H: 1.151 -1.679 -0.141  0.19
H: -0.956 -0.629 -0.553  0.39
H: -1.079 1.985 -2.854  0.20
H: 0.590 1.787 -2.166  0.18
H: -0.481 0.401 -2.320  0.18

Cartesian forces (eV/Å) of the 6 atoms listed first:
C -0.03 -0.05 0.17
C 0.17 -0.16 0.16
N -0.04 -0.08 0.21
C 0.19 -0.23 -0.05
O -0.06 -0.05 -0.44
O -0.11 -0.24 0.21

## Properties
* ΔE to the lowest compared entry with this formula, charge and spin: 26.1 kcal per mole
* SMILES string: CCNC(=O)OC
* 2S+1: 1
* strongest force on any atom: 0.0099 Eh/bohr
* LUMO: 0.77 eV
* frontier orbital gap: 10.457 eV